Below is an isolated molecule of C7H8O2S, with properties calculated with the ωB97M-V functional and the def2-TZVPD basis.

The geometry in XYZ format:
```
18
Properties=species:S:1:pos:R:3:forces:R:3:lowdin_charge:R:1
C 1.074 0.847 -1.075 1.44 0.25 -2.04 -0.073
C 1.942 0.989 -0.021 -1.91 -0.34 -1.34 -0.044
C 0.060 -0.067 -1.011 -3.39 -3.50 6.30 -0.187
C -0.393 -0.631 0.589 0.70 1.15 -7.39 -0.286
C 1.587 0.271 1.245 3.08 0.79 0.87 -0.238
C 0.104 0.395 1.493 0.24 0.39 2.85 -0.264
C -1.891 -1.127 -1.499 -1.27 -0.52 -0.69 -0.248
O -2.931 -0.640 0.980 -1.63 0.62 0.37 -0.535
O -0.684 -0.595 -1.988 1.18 0.97 0.49 -0.078
S -1.911 -1.516 0.420 1.56 0.13 -1.05 0.904
H 1.259 1.216 -2.116 0.11 0.22 1.19 0.138
H 2.738 1.649 -0.276 0.99 0.13 0.77 0.098
H 1.869 -0.842 1.124 -0.43 1.37 0.18 0.151
H 2.268 0.699 2.065 -1.19 -0.63 -0.86 0.135
H -0.254 1.442 1.224 0.27 -1.16 0.55 0.146
H -0.047 0.199 2.619 -0.24 0.25 -1.73 0.145
H -2.701 -0.335 -1.516 0.73 -0.82 -0.05 0.112
H -2.090 -1.954 -2.258 -0.24 0.69 1.58 0.122
```
Forces are in eV/Å.

Results
Highest occupied orbital energy (spin up / spin down), eV: -7.5 / -8.1
Net charge: 0
F_max, eV Å⁻¹: 7.963

=====

Below is an isolated molecule of CH4N2O2S, with properties calculated with the ωB97M-V functional and the def2-TZVPD basis.

The geometry in XYZ format:
```
10
Properties=species:S:1:pos:R:3:forces:R:3:lowdin_charge:R:1
O -1.301 -1.487 0.149 2.04 2.76 -0.58 -0.022
C -0.509 -0.473 0.057 -3.39 -5.15 0.59 -0.659
N -0.875 0.586 -0.632 1.45 4.41 -4.50 -0.014
O -1.652 0.312 -1.861 -3.05 -2.27 4.97 -0.088
N 0.600 -0.469 0.793 0.59 0.39 -0.05 -0.378
S 1.835 0.626 0.749 -0.63 2.63 0.62 0.771
H -0.138 1.284 -1.039 -1.43 -1.90 1.64 0.160
H -2.453 -0.226 -1.259 2.91 1.71 -3.06 0.207
H 0.794 -1.335 1.200 0.04 -1.36 0.97 0.081
H 1.041 1.677 1.343 1.47 -1.21 -0.60 -0.059
```
Forces are in eV/Å.

Results
Highest occupied orbital energy, eV: -9.7
Net charge: 0
F_max, eV Å⁻¹: 6.471
SMILES string: O=C(NO)NS

=====

Below is C27H17Br2EuF10N4O as an isolated structure, with properties calculated with the ωB97M-V functional and the def2-TZVPD basis.

The geometry in XYZ format:
```
62
Properties=species:S:1:pos:R:3:forces:R:3:lowdin_charge:R:1
Eu -0.128 0.076 -0.438 -0.70 1.52 0.62 1.590
C -0.301 -2.308 1.864 -0.08 -0.06 -0.03 -0.092
N -1.278 -1.754 0.932 -0.21 -0.37 0.13 -0.311
C -1.652 -2.755 -0.087 -0.10 0.09 0.08 -0.194
C -2.310 -2.152 -1.332 0.08 0.02 -0.21 -0.232
N -1.430 -1.178 -1.958 -0.31 -0.53 -0.83 -0.115
C -0.903 -1.334 -3.185 -0.13 0.01 0.27 -0.208
C -1.215 -2.248 -4.215 -0.11 -0.19 -0.08 -0.136
F -2.223 -3.145 -4.053 0.00 -0.02 -0.03 0.051
C -0.565 -2.290 -5.434 -0.26 -0.27 -0.04 -0.164
F -0.935 -3.210 -6.342 -0.04 -0.02 0.02 0.095
C 0.439 -1.413 -5.753 0.16 0.04 -0.13 -0.172
F 1.071 -1.469 -6.940 0.03 0.00 -0.07 0.086
C 0.782 -0.475 -4.801 0.08 0.05 -0.07 -0.162
F 1.760 0.402 -5.064 0.03 0.08 0.05 0.108
C 0.135 -0.448 -3.595 -0.17 -0.25 -0.25 -0.155
F 0.530 0.517 -2.729 0.15 0.43 -0.30 -0.018
C -2.439 -1.223 1.655 0.02 0.00 0.05 -0.197
C -2.222 0.191 2.196 0.01 0.07 -0.02 -0.243
N -1.741 1.018 1.114 -0.60 0.90 0.25 -0.114
C -2.167 2.279 0.939 0.13 -0.22 -0.37 -0.229
C -2.897 3.131 1.806 0.02 -0.29 0.11 -0.151
F -3.189 2.727 3.068 0.00 -0.04 0.05 0.056
C -3.308 4.396 1.462 -0.05 0.73 -0.24 -0.151
F -4.000 5.138 2.360 0.19 -0.29 -0.34 0.088
C -2.991 4.953 0.227 -0.32 -0.05 0.45 -0.166
F -3.444 6.174 -0.117 0.06 0.01 0.00 0.081
C -2.227 4.198 -0.646 -0.07 0.45 -0.15 -0.163
F -1.887 4.715 -1.841 -0.03 -0.15 0.21 0.104
C -1.827 2.942 -0.290 -0.10 -0.33 0.70 -0.158
F -1.025 2.273 -1.161 -0.13 0.31 -0.25 -0.016
H -0.711 -3.176 2.405 0.03 0.03 0.02 0.089
H 0.589 -2.620 1.320 0.02 -0.01 -0.02 0.076
H -0.010 -1.552 2.595 0.00 0.02 0.02 0.081
H -0.733 -3.241 -0.413 0.09 -0.05 0.04 0.119
H -2.311 -3.522 0.357 0.02 0.00 -0.01 0.121
H -2.584 -2.986 -1.977 -0.03 -0.05 0.04 0.099
H -3.250 -1.664 -1.051 -0.04 0.02 0.01 0.097
H -3.278 -1.177 0.963 -0.03 -0.02 -0.04 0.107
H -2.712 -1.901 2.480 -0.07 -0.04 -0.03 0.118
H -3.174 0.529 2.610 -0.06 -0.08 0.06 0.106
H -1.513 0.168 3.037 0.02 -0.03 0.03 0.101
C 0.913 2.609 2.316 0.08 -0.04 0.07 -0.025
C 1.998 1.576 2.150 -0.30 -0.42 -0.64 -0.310
C 3.124 1.606 2.992 0.48 -0.15 0.12 -0.027
C 4.151 0.722 2.798 -0.26 0.02 -0.16 -0.026
C 4.076 -0.236 1.752 0.05 0.23 0.27 -0.199
C 5.102 -1.158 1.431 0.05 0.02 0.05 -0.642
Br 6.729 -1.189 2.418 -0.01 0.05 0.05 0.719
C 4.956 -2.040 0.401 -0.01 0.03 0.03 -0.194
C 3.771 -2.063 -0.337 -0.07 -0.04 0.03 -0.615
Br 3.598 -3.325 -1.733 -0.03 -0.01 -0.03 0.749
C 2.685 -1.223 -0.077 -0.30 -0.06 -0.20 -0.437
O 1.568 -1.280 -0.711 2.17 -1.18 0.23 -0.269
C 2.889 -0.248 0.987 -0.33 0.28 0.08 -0.130
N 1.871 0.664 1.193 0.89 0.02 0.54 0.086
H 1.344 3.575 2.589 -0.01 -0.08 0.01 0.082
H 0.205 2.325 3.101 0.06 -0.03 -0.04 0.088
H 0.339 2.728 1.403 0.02 -0.01 -0.06 0.051
H 3.174 2.355 3.775 0.03 -0.07 -0.05 0.111
H 5.033 0.748 3.426 -0.03 0.01 -0.01 0.073
H 5.752 -2.732 0.156 -0.05 0.03 0.00 0.090
```
Forces are in eV/Å.

Results
Highest occupied orbital energy (spin up / spin down), eV: -2.9 / -4.5
<S²>: 15.760
Net charge: -1
F_max, eV Å⁻¹: 2.480
2S+1: 8

=====

Below is C35H52P3SSbTc as an isolated structure, with properties calculated with the ωB97M-V functional and the def2-TZVPD basis.

The geometry in XYZ format:
```
93
Properties=species:S:1:pos:R:3:forces:R:3:lowdin_charge:R:1
Tc 0.015 0.741 -0.589 -1.49 -0.56 -0.33 0.268
P -0.750 2.617 0.409 -0.96 2.23 1.64 0.647
P -2.260 -0.035 -0.844 -2.13 -0.52 -0.18 0.704
P 2.147 1.531 -0.674 1.86 0.70 0.19 0.642
H 1.544 -0.286 -5.330 0.29 0.11 0.31 0.106
C 2.043 -0.370 -4.362 1.03 -0.33 -2.63 -0.067
C 2.062 -1.726 -3.839 1.07 -1.95 0.13 -0.367
H 2.315 -2.438 -4.648 0.53 0.36 0.28 0.114
C -1.309 3.834 -0.827 0.15 -0.30 -0.70 -0.200
C -2.159 2.615 1.585 -0.16 -0.32 -0.10 -0.230
C 0.354 3.653 1.456 0.47 -0.24 -0.20 -0.219
C -2.333 -1.811 -1.295 0.32 -0.04 -0.55 -0.248
C -3.740 -0.080 0.267 0.09 0.19 0.51 -0.212
C -3.058 0.850 -2.244 0.24 0.00 -0.34 -0.243
C 3.274 0.461 -1.591 0.25 -0.28 -0.33 -0.248
C 3.179 1.726 0.818 0.02 0.46 0.18 -0.217
C 2.258 3.098 -1.629 0.19 -0.17 0.12 -0.214
H 3.026 0.113 -4.417 -0.36 0.03 0.44 0.118
H 2.760 -1.893 -2.985 -0.80 -0.02 -0.57 0.090
H -1.664 4.736 -0.310 0.09 -0.29 -0.10 0.088
H -2.119 3.407 -1.437 0.20 0.25 0.20 0.038
H -0.478 4.101 -1.497 -0.28 0.05 0.18 0.046
H -2.143 3.545 2.171 0.03 -0.27 -0.26 0.079
H -2.072 1.774 2.284 -0.12 0.19 -0.07 0.029
H -3.115 2.560 1.052 0.24 0.06 0.16 0.049
H -0.205 4.557 1.742 0.19 -0.35 -0.15 0.083
H 1.260 3.950 0.917 -0.23 0.02 0.25 0.029
H 0.632 3.098 2.365 -0.14 0.29 -0.29 0.027
H -3.244 -2.006 -1.890 0.39 0.02 0.33 0.083
H -2.331 -2.416 -0.380 -0.02 0.14 -0.30 0.033
H -1.445 -2.066 -1.893 -0.58 -0.13 0.35 -0.047
H -4.657 -0.053 -0.348 0.47 -0.06 0.13 0.084
H -3.768 0.764 0.959 -0.14 -0.22 -0.16 0.020
H -3.741 -1.001 0.862 -0.01 0.27 -0.28 0.027
H -3.768 0.174 -2.752 0.21 0.32 0.27 0.075
H -2.292 1.160 -2.967 -0.52 0.03 0.22 0.000
H -3.608 1.735 -1.878 0.25 -0.40 -0.13 0.064
H 4.230 0.984 -1.764 -0.30 -0.27 0.02 0.092
H 2.800 0.234 -2.546 0.37 0.16 0.26 -0.028
H 3.452 -0.482 -1.058 0.04 0.43 -0.14 0.021
H 4.196 2.014 0.509 -0.30 -0.09 0.19 0.083
H 3.216 0.766 1.353 0.06 0.28 -0.20 0.025
H 2.785 2.487 1.498 0.17 -0.15 -0.11 0.034
H 3.292 3.238 -1.969 -0.21 0.13 0.08 0.073
H 1.951 3.956 -1.021 0.11 -0.16 -0.23 0.043
H 1.608 3.039 -2.513 0.14 0.04 0.14 0.043
C -0.519 -1.004 -4.065 -1.03 -0.56 -0.46 -0.441
C -0.124 0.348 -3.943 -0.82 0.34 0.44 -0.191
C -0.762 1.319 -4.760 0.25 -0.61 0.26 -0.050
C -1.783 0.949 -5.626 -0.04 -0.27 -0.52 -0.018
C -2.209 -0.380 -5.686 -0.28 -0.30 0.12 -0.001
C -1.583 -1.346 -4.891 -0.06 -0.25 -0.17 -0.079
S 0.377 -2.509 -3.438 0.39 2.53 0.84 1.170
H 0.258 -3.412 -4.426 -0.14 0.30 -0.50 0.041
H 0.587 0.732 -3.204 0.00 -0.26 -0.07 0.066
H -0.423 2.356 -4.748 -0.09 -0.28 0.21 0.135
H -2.239 1.675 -6.304 0.17 -0.13 0.33 0.143
H -3.020 -0.701 -6.357 0.45 0.31 0.34 0.147
H -1.880 -2.404 -4.924 -0.07 0.58 -0.30 0.129
C -0.202 1.540 6.210 -0.08 -0.07 -0.34 -0.019
C 0.806 1.894 5.306 0.09 -0.21 -0.13 -0.038
C 0.875 1.278 4.044 0.21 0.36 -0.02 -0.175
C -0.092 0.348 3.639 0.19 -0.06 -0.12 -0.353
C -1.072 -0.028 4.562 -0.33 -0.13 -0.07 -0.105
C -1.139 0.569 5.832 0.31 0.08 -0.12 -0.023
Sb 0.016 -0.559 1.613 -0.22 -1.13 2.51 1.493
C 2.005 -1.452 1.872 -1.17 -0.12 -1.46 -0.295
C 2.671 -1.977 0.759 1.06 -0.65 -0.48 -0.132
C 4.024 -2.340 0.849 -2.04 0.01 -1.68 0.026
C 4.694 -2.242 2.073 0.70 0.23 1.46 0.070
C 3.994 -1.817 3.206 -0.50 0.48 0.79 0.027
C 2.645 -1.448 3.114 2.01 -0.41 1.59 -0.013
C -1.180 -2.398 1.932 0.08 0.16 0.08 -0.348
C -0.617 -3.630 1.600 0.14 -0.34 -0.23 -0.134
C -1.353 -4.818 1.745 -0.19 0.30 0.13 -0.037
C -2.663 -4.786 2.247 0.44 0.12 -0.20 -0.020
C -3.218 -3.557 2.605 0.17 0.22 0.02 -0.030
C -2.477 -2.374 2.462 -0.14 0.25 0.05 -0.164
H -0.253 2.011 7.197 0.01 -0.21 -0.45 0.136
H 1.555 2.648 5.582 -0.30 -0.42 -0.12 0.130
H 1.716 1.525 3.389 -0.27 0.04 0.16 0.080
H -1.788 -0.807 4.313 0.11 0.25 0.16 0.079
H -1.922 0.272 6.532 0.25 0.02 -0.27 0.132
H 2.147 -2.091 -0.198 0.23 0.11 0.38 0.098
H 4.548 -2.706 -0.034 -0.05 0.09 0.22 0.144
H 5.754 -2.508 2.141 -0.38 0.00 0.04 0.159
H 4.500 -1.768 4.175 -0.19 -0.07 -0.40 0.148
H 2.108 -1.152 4.012 0.05 -0.07 -0.11 0.125
H 0.406 -3.683 1.223 -0.24 -0.11 0.04 0.085
H -0.904 -5.771 1.470 -0.04 0.23 0.09 0.124
H -3.234 -5.711 2.365 0.23 0.37 -0.05 0.135
H -4.232 -3.510 3.006 0.35 0.02 -0.10 0.133
H -2.936 -1.434 2.778 0.08 -0.34 -0.15 0.093
```
Forces are in eV/Å.

Results
Highest occupied orbital energy (spin up / spin down), eV: -18.8 / -18.7
<S²>: 3.787
Net charge: +4
F_max, eV Å⁻¹: 2.931
2S+1: 4

=====

Below is a 3-piece molecular cluster, C11H20F9N5O2P2 overall, with properties calculated with the ωB97M-V functional and the def2-TZVPD basis.

The geometry in XYZ format:
```
49
Properties=species:S:1:pos:R:3:forces:R:3:lowdin_charge:R:1
C 0.722 0.548 -1.079 -8.27 0.65 -5.65 0.083
C -0.502 0.690 -1.782 7.77 -0.50 4.18 -0.140
C -1.904 0.891 -2.637 3.55 0.55 -1.01 -0.343
P -3.504 0.688 -1.634 -1.34 -1.30 -3.60 0.571
N -3.925 -0.702 -2.697 -0.07 0.54 -1.70 -0.236
P -3.263 2.494 -0.522 -0.44 2.88 0.77 0.685
C -1.901 3.677 -1.040 1.58 1.44 -0.46 -0.379
C -3.845 2.583 1.234 -1.02 0.54 2.51 -0.380
C -3.871 -0.449 -0.155 -2.90 -4.06 0.98 -0.272
F -5.155 -0.112 0.579 4.15 -0.33 -1.69 -0.040
F -4.265 -1.816 -0.693 1.34 3.36 2.61 -0.078
C -2.622 -0.812 0.830 2.03 -1.31 0.52 -0.149
F -1.652 0.247 1.119 -3.16 -3.15 -0.92 0.008
F -1.853 -1.912 0.133 -2.13 3.39 2.07 0.005
C -3.058 -1.470 2.289 -2.32 0.30 1.16 -0.077
F -4.246 -2.390 2.184 3.98 3.21 0.19 0.033
F -3.459 -0.370 3.227 1.35 -3.43 -3.12 0.019
C -1.877 -2.352 3.003 0.48 -1.37 2.75 -0.148
F -0.498 -1.868 2.788 -4.92 -2.00 0.46 0.055
F -2.125 -2.247 4.490 1.04 -0.49 -4.95 0.017
F -2.087 -3.778 2.663 1.42 5.02 1.00 0.052
H 1.832 0.296 -0.723 -2.87 0.69 -0.69 0.031
H -1.780 0.158 -3.573 -0.52 1.44 2.43 0.102
H -1.971 1.956 -3.175 0.45 -2.04 1.55 0.093
H -4.696 1.322 -2.233 0.93 -0.76 0.59 0.040
H -3.129 -1.344 -2.876 -0.97 0.37 0.13 0.039
H -4.301 -0.355 -3.628 0.80 -0.49 1.61 0.060
H -2.032 4.726 -0.491 0.04 -2.37 -1.03 0.063
H -0.793 3.338 -0.874 -2.06 0.53 -0.30 0.034
H -2.046 3.923 -2.200 0.27 -0.61 2.60 0.051
H -3.349 1.909 2.048 -0.71 1.19 -1.58 0.028
H -5.015 2.349 1.281 2.62 0.49 -0.30 0.062
H -3.747 3.703 1.634 -0.10 -2.36 -1.09 0.068
N 4.821 1.223 1.853 0.47 1.17 0.05 0.165
C 4.150 0.210 1.276 -0.20 0.25 0.01 -0.704
N 4.226 -0.959 1.937 -0.09 -1.42 0.15 0.156
O 3.523 0.341 0.237 0.01 -0.03 -0.42 -0.006
H 5.343 1.134 2.709 -0.10 0.01 -0.15 0.104
H 4.790 2.120 1.388 0.01 -0.30 0.22 0.119
H 3.735 -1.748 1.536 0.03 0.25 0.26 0.119
H 4.737 -1.087 2.794 -0.11 0.03 -0.13 0.109
N 5.920 -2.539 -0.579 -0.59 -0.84 1.23 0.156
C 6.559 -2.188 -1.709 0.41 -0.54 -0.63 -0.721
N 6.537 -0.870 -1.976 0.28 1.35 -0.61 0.155
O 7.112 -2.999 -2.434 0.02 -0.03 0.01 0.021
H 5.458 -1.886 0.031 0.09 -0.06 -0.14 0.056
H 5.912 -3.523 -0.341 0.01 0.39 -0.12 0.113
H 7.007 -0.563 -2.818 -0.21 -0.12 0.34 0.113
H 6.086 -0.186 -1.392 -0.04 -0.13 -0.11 0.089
```
Forces are in eV/Å.

Results
Highest occupied orbital energy, eV: -7.5
Net charge: 0
F_max, eV Å⁻¹: 10.041
SMILES string: C#CC[PH](N)(P(C)C)C(F)(F)C(F)(F)C(F)(F)C(F)(F)F.NC(N)=O.NC(N)=O

=====

no.,molar mass (g mol⁻¹)
1,156.21
2,108.12
3,915.21
4,817.55
5,487.24